(1)
{
  "formula": "C32H47GeN5PPdS",
  "method": "ωB97M-V with the def2-TZVPD basis set",
  "homo_energy_ev": [-19.02, -18.83],
  "s_squared": 0.95,
  "multiplicity": 2,
  "energy_ev": -121477.31183,
  "total_charge": 4,
  "e_lumo_ha": [-0.496, -0.492],
  "elements": ["Pd", "N", "N", "C", "N", "S", "H", "H", "H", "H", "H", "C", "N", "C", "C", "C", "N", "C", "C", "H", "H", "H", "H", "H", "H", "H", "H", "H", "H", "H", "H", "H", "H", "H", "H", "C", "Ge", "C", "C", "C", "C", "C", "C", "C", "C", "C", "C", "C", "C", "C", "C", "C", "C", "H", "H", "H", "H", "H", "H", "H", "H", "H", "H", "H", "H", "H", "H", "H", "C", "P", "C", "C", "C", "C", "C", "C", "C", "H", "H", "H", "H", "H", "H", "H", "H", "H", "H", "H"],
  "xyz": [[-0.2525, 1.2614, 0.3755], [-0.9289, 0.0799, 2.4024], [-1.3054, 0.9200, 3.4558], [-1.1676, 2.2504, 3.4061], [-1.5045, 2.9547, 4.4692], [-0.5990, 3.0710, 2.0164], [-1.6702, -0.5935, 2.2252], [-0.0948, -0.4344, 2.6850], [-1.6103, 0.4830, 4.3171], [-1.8812, 2.5421, 5.3122], [-1.4454, 3.9625, 4.4450], [0.1362, 4.0479, -0.9789], [-0.1037, 2.6485, -1.3831], [0.9911, 2.2080, -2.2796], [-1.4052, 2.5136, -2.0577], [-2.5545, 2.6060, -1.0825], [-2.6255, 1.4778, -0.1378], [-3.5756, 1.8387, 0.9326], [-3.1490, 0.2700, -0.7738], [0.0681, 4.6982, -1.8561], [1.1313, 4.1439, -0.5615], [-0.5941, 4.3826, -0.2484], [0.9907, 2.7990, -3.2009], [0.8726, 1.1590, -2.5433], [1.9519, 2.3534, -1.7897], [-1.4140, 1.5582, -2.5739], [-1.5135, 3.2944, -2.8176], [-3.4863, 2.6485, -1.6581], [-2.4932, 3.5254, -0.5018], [-4.5553, 2.0557, 0.4936], [-3.2466, 2.7270, 1.4592], [-3.7039, 1.0119, 1.6231], [-4.1534, 0.4518, -1.1749], [-3.2172, -0.5238, -0.0413], [-2.5136, -0.0533, -1.5875], [1.9143, -1.2568, -0.7172], [-0.0144, -1.1386, -1.0381], [-0.9504, -2.5061, -0.0243], [-2.1818, -3.0240, -0.4467], [-2.7600, -4.0720, 0.2538], [-2.1247, -4.5937, 1.3778], [-0.9057, -4.0772, 1.8062], [-0.3216, -3.0218, 1.1180], [-0.2538, -1.6463, -2.9907], [-0.9803, -0.8614, -3.9051], [-0.8993, -1.0601, -5.2734], [-0.0990, -2.0902, -5.7805], [0.5882, -2.9354, -4.9130], [1.3600, -4.0075, -5.4244], [1.9232, -4.9688, -4.5787], [1.7319, -4.8599, -3.2169], [1.0081, -3.7787, -2.6840], [0.4721, -2.7622, -3.4982], [2.2787, -2.2380, -1.0219], [2.1116, -1.1179, 0.3381], [2.4442, -0.4934, -1.2843], [-2.6734, -2.6490, -1.3363], [-3.7029, -4.4848, -0.0813], [-2.5798, -5.4128, 1.9195], [-0.4059, -4.5006, 2.6681], [0.6397, -2.6393, 1.4477], [-1.6234, -0.0690, -3.5615], [-1.4464, -0.4157, -5.9496], [-0.0608, -2.2720, -6.8491], [1.5242, -4.0637, -6.4953], [2.4863, -5.7959, -4.9906], [2.1277, -5.6202, -2.5556], [0.7877, -3.7725, -1.6228], [3.7018, 0.8765, 0.7573], [2.1634, 1.7059, 1.2660], [2.6254, 3.4544, 1.2116], [2.0353, 1.2275, 3.0003], [2.0858, -0.1363, 3.3214], [2.0795, -0.5450, 4.6458], [2.0083, 0.4050, 5.6614], [1.9599, 1.7579, 5.3492], [1.9617, 2.1735, 4.0243], [3.6854, -0.1919, 0.9294], [4.4809, 1.3194, 1.3828], [3.9314, 1.0731, -0.2903], [3.4260, 3.5947, 1.9416], [1.8005, 4.1201, 1.4486], [3.0223, 3.6935, 0.2236], [2.1837, -0.8807, 2.5360], [2.1546, -1.5966, 4.8925], [2.0106, 0.0884, 6.6966], [1.9465, 2.4943, 6.1431], [1.9452, 3.2321, 3.7992]]
}

=====

(2)
{
  "formula": "C32H47MoN3O8P3",
  "method": "ωB97M-V with the def2-TZVPD basis set",
  "e_above_lowest_kj_mol": 0.00,
  "homo_energy_ev": [-3.02, -5.40],
  "s_squared": 2.02,
  "multiplicity": 3,
  "energy_ev": -84530.96838,
  "total_charge": -1,
  "e_lumo_ha": [0.089, 0.089],
  "elements": ["Mo", "O", "P", "O", "O", "O", "P", "O", "O", "O", "H", "H", "C", "C", "C", "C", "C", "C", "P", "C", "C", "C", "C", "C", "C", "C", "C", "C", "C", "C", "C", "H", "H", "H", "H", "H", "H", "H", "H", "H", "H", "H", "H", "H", "H", "H", "C", "C", "C", "C", "N", "H", "H", "H", "H", "H", "H", "H", "H", "H", "C", "C", "N", "C", "C", "N", "C", "C", "H", "H", "H", "H", "H", "H", "H", "H", "H", "H", "H", "H", "C", "C", "C", "C", "O", "H", "H", "H", "H", "H", "H", "H", "H", "H"],
  "xyz": [[-0.2807, 0.2781, 0.1075], [0.0470, 0.6799, 4.7723], [0.5008, 1.1098, 3.2912], [1.0306, 2.4957, 3.3418], [-0.6256, 0.7680, 2.3442], [1.7228, 0.0635, 3.0240], [2.6843, 0.4130, 1.7464], [3.5165, 1.6723, 2.2914], [3.5767, -0.6958, 1.3919], [1.7134, 0.9559, 0.7055], [-0.3096, -0.2162, 4.7788], [2.8685, 2.2837, 2.7102], [-1.6734, 0.1736, -5.9375], [-0.2926, 0.0500, -6.0413], [0.4849, 0.0208, -4.8993], [-0.1064, 0.1233, -3.6365], [-1.4926, 0.2351, -3.5361], [-2.2681, 0.2610, -4.6877], [0.9072, 0.0460, -2.1184], [2.1850, 1.3116, -2.3942], [3.3557, 1.2486, -1.6255], [4.2727, 2.2829, -1.6768], [4.0406, 3.3893, -2.4854], [2.8905, 3.4539, -3.2561], [1.9655, 2.4216, -3.2113], [1.7452, -1.5420, -2.4104], [3.0318, -1.6841, -2.9201], [3.5481, -2.9508, -3.1550], [2.7857, -4.0790, -2.8893], [1.4975, -3.9383, -2.3911], [0.9813, -2.6773, -2.1522], [-2.2817, 0.1912, -6.8337], [0.1745, -0.0265, -7.0157], [1.5596, -0.0879, -4.9815], [-1.9435, 0.2929, -2.5500], [-3.3449, 0.3512, -4.6038], [3.5343, 0.4062, -0.9707], [5.1594, 2.2307, -1.0578], [4.7543, 4.2037, -2.5082], [2.7048, 4.3143, -3.8875], [1.0624, 2.4918, -3.8029], [3.6398, -0.8178, -3.1325], [4.5562, -3.0518, -3.5377], [3.1948, -5.0660, -3.0659], [0.8983, -4.8137, -2.1704], [-0.0125, -2.5612, -1.7423], [-3.7821, -1.5748, -0.0122], [-3.4563, -0.0775, 0.0924], [-3.8225, 0.3848, 1.5160], [-4.3642, 0.6567, -0.9111], [-2.0715, 0.1226, -0.2036], [-4.8595, -1.7398, 0.0916], [-3.2690, -2.1378, 0.7662], [-3.4674, -1.9549, -0.9863], [-4.8239, 0.0364, 1.7893], [-3.8279, 1.4730, 1.5814], [-3.0936, 0.0036, 2.2316], [-5.4053, 0.6291, -0.5745], [-4.3136, 0.1844, -1.8950], [-4.0721, 1.7036, -1.0171], [-1.1179, 2.9728, -1.3604], [-1.2501, 4.4928, -1.6037], [-0.9016, 5.2375, -0.3993], [-1.7125, 4.7277, 0.7061], [-1.3691, 3.2530, 1.0144], [-0.4921, 2.6987, -0.0469], [0.7859, 3.4627, 0.0306], [0.5072, 4.9769, -0.0939], [-0.5086, 2.5069, -2.1346], [-2.0821, 2.4662, -1.3680], [-2.2730, 4.7523, -1.8912], [-0.5880, 4.8214, -2.4096], [-2.7656, 4.8463, 0.4346], [-1.5273, 5.3516, 1.5833], [-2.2525, 2.6264, 1.0766], [-0.8341, 3.1619, 1.9521], [1.4452, 3.1085, -0.7567], [1.2475, 3.2196, 0.9795], [1.1178, 5.4190, -0.8857], [0.7503, 5.4927, 0.8379], [1.3823, -3.2957, 1.6665], [0.0227, -2.6973, 1.2887], [-0.7468, -3.7053, 0.4289], [-0.7694, -2.3867, 2.5579], [0.2816, -1.5308, 0.5445], [1.2726, -4.3046, 2.0767], [1.8850, -2.6616, 2.3961], [2.0162, -3.3342, 0.7799], [-1.0917, -4.5472, 1.0346], [-0.1036, -4.1060, -0.3574], [-1.6087, -3.2272, -0.0287], [-0.9386, -3.3032, 3.1312], [-1.7299, -1.9229, 2.3251], [-0.1971, -1.6903, 3.1640]]
}

=====

(3)
{
  "formula": "C32H48AsCl2N3O3SbTi",
  "method": "ωB97M-V with the def2-TZVPD basis set",
  "e_above_lowest_kj_mol": 0.00,
  "homo_energy_ev": -9.92,
  "energy_ev": -160110.57120,
  "total_charge": 1,
  "e_lumo_ha": -0.130,
  "elements": ["Ti", "O", "C", "O", "C", "C", "C", "N", "C", "C", "C", "C", "C", "C", "C", "N", "C", "C", "C", "C", "C", "N", "H", "H", "H", "H", "H", "H", "H", "H", "H", "H", "Cl", "C", "Cl", "H", "H", "C", "C", "C", "C", "Sb", "C", "C", "C", "C", "C", "C", "C", "C", "H", "H", "H", "H", "H", "H", "H", "H", "H", "H", "H", "H", "H", "H", "H", "H", "H", "H", "H", "H", "H", "H", "H", "H", "H", "H", "H", "C", "As", "C", "C", "O", "H", "H", "H", "H", "H", "H", "H", "H", "H"],
  "xyz": [[0.7138, -0.1392, 0.4397], [-5.4047, -0.4231, 3.8134], [-4.3339, -0.2643, 4.4162], [-4.0410, -0.0342, 5.5970], [-3.0949, -0.3394, 3.4834], [-1.8177, -0.1222, 3.9820], [-0.7472, -0.1218, 3.1113], [-0.9105, -0.3249, 1.7960], [-2.1421, -0.5551, 1.3066], [-3.2506, -0.5779, 2.1240], [-2.1899, -0.6878, -0.1631], [-3.3353, -1.0023, -0.8787], [-3.2645, -1.0502, -2.2588], [-2.0565, -0.7912, -2.8952], [-0.9551, -0.4989, -2.1179], [-1.0257, -0.4480, -0.7841], [0.6518, 0.1398, 3.5016], [1.0541, 0.3349, 4.8127], [2.3880, 0.5965, 5.0685], [3.2849, 0.6558, 4.0127], [2.8117, 0.4514, 2.7320], [1.5233, 0.1973, 2.4781], [-1.7341, 0.0648, 5.0448], [-4.2608, -0.7335, 1.7668], [-4.2633, -1.1995, -0.3618], [-4.1475, -1.2864, -2.8373], [-1.9728, -0.8112, -3.9721], [0.0123, -0.2885, -2.5564], [0.3343, 0.2850, 5.6160], [2.7235, 0.7555, 6.0845], [4.3325, 0.8650, 4.1728], [3.4622, 0.5089, 1.8719], [2.6149, -0.4637, -4.0419], [3.9555, -0.7243, -2.9228], [2.3330, 1.1863, -0.5089], [3.8759, 0.0106, -2.1248], [4.8946, -0.6021, -3.4573], [-0.0277, 3.2632, -2.8279], [-0.0929, 4.2405, -1.6501], [-0.8345, 5.5113, -2.0613], [1.3344, 4.6229, -1.2605], [-1.0254, 3.1221, 0.0047], [-3.1742, 3.4844, -0.3060], [-3.6119, 4.9199, -0.0314], [-3.5067, 3.0906, -1.7466], [-3.9470, 2.5408, 0.6189], [-0.5443, 4.2899, 1.7960], [-1.4876, 3.8210, 2.9067], [-0.6462, 5.8034, 1.6388], [0.8855, 3.9043, 2.1829], [0.4482, 3.7536, -3.6846], [-1.0171, 2.9337, -3.1461], [0.5704, 2.3794, -2.5805], [-0.2838, 5.9889, -2.8798], [-0.8903, 6.2334, -1.2422], [-1.8483, 5.3283, -2.4212], [1.8393, 5.0405, -2.1392], [1.9231, 3.7724, -0.9145], [1.3514, 5.3919, -0.4878], [-3.0579, 5.6517, -0.6179], [-3.5118, 5.1801, 1.0220], [-4.6721, 5.0252, -0.2869], [-3.0702, 3.7568, -2.4895], [-4.5933, 3.1154, -1.8823], [-3.1737, 2.0697, -1.9690], [-3.7266, 2.6840, 1.6765], [-3.7504, 1.4979, 0.3703], [-5.0216, 2.7067, 0.4871], [-2.5126, 4.1606, 2.7559], [-1.1519, 4.2287, 3.8667], [-1.5054, 2.7304, 3.0062], [-1.6415, 6.1239, 1.3366], [0.0706, 6.1922, 0.9143], [-0.4246, 6.2810, 2.6000], [0.9724, 2.8302, 2.3680], [1.1640, 4.4222, 3.1079], [1.6171, 4.1715, 1.4176], [5.2742, -3.5434, -2.9592], [3.9163, -2.4955, -2.1045], [2.2362, -3.3559, -2.3732], [4.3506, -2.2966, -0.2537], [1.3310, -1.5875, 0.0997], [5.3154, -4.5219, -2.4839], [6.2389, -3.0503, -2.8548], [5.0308, -3.6567, -4.0138], [2.3290, -4.3878, -2.0374], [1.9881, -3.3228, -3.4310], [1.4971, -2.8359, -1.7661], [5.4055, -2.0469, -0.1577], [4.1369, -3.2341, 0.2579], [3.7112, -1.5190, 0.1572]]
}

=====

(4)
{
  "formula": "C32H48BF2O8PSSi",
  "method": "ωB97M-V with the def2-TZVPD basis set",
  "homo_energy_ev": -8.59,
  "energy_ev": -84455.95690,
  "e_lumo_ha": -0.029,
  "smiles": "C#CCCCB([PH2]=S)C(F)(F)CC[Si](C)(C)c1ccccc1.O=C1CCCO1.O=C1CCCO1.O=C1CCCO1.O=C1CCCO1",
  "elements": ["C", "C", "C", "C", "C", "B", "P", "S", "C", "F", "F", "C", "C", "Si", "C", "C", "C", "C", "C", "C", "C", "C", "H", "H", "H", "H", "H", "H", "H", "H", "H", "H", "H", "H", "H", "H", "H", "H", "H", "H", "H", "H", "H", "H", "H", "H", "O", "C", "C", "C", "C", "O", "H", "H", "H", "H", "H", "H", "O", "C", "C", "C", "C", "O", "H", "H", "H", "H", "H", "H", "O", "C", "C", "C", "C", "O", "H", "H", "H", "H", "H", "H", "O", "C", "C", "C", "C", "O", "H", "H", "H", "H", "H", "H"],
  "xyz": [[2.1254, 3.6248, 1.0948], [1.2861, 2.9308, 0.5926], [0.2053, 2.1548, -0.0020], [-1.0630, 3.0211, -0.1911], [-2.3670, 2.3904, 0.3375], [-2.6311, 1.0224, -0.3609], [-2.8162, 1.0465, -2.2882], [-4.2859, -0.0376, -2.9989], [-2.7341, -0.3066, 0.5477], [-1.7761, -0.2364, 1.5381], [-3.9705, -0.1584, 1.1965], [-2.6986, -1.6500, -0.1139], [-1.4174, -1.9003, -0.9321], [-0.0728, -2.9505, -0.1231], [-0.4763, -4.7818, -0.1982], [0.2732, -2.5202, 1.6620], [1.5015, -2.6474, -1.1200], [1.9455, -3.5080, -2.1068], [3.0943, -3.2377, -2.8154], [3.8154, -2.1042, -2.5350], [3.3968, -1.2310, -1.5578], [2.2381, -1.5056, -0.8615], [2.8714, 4.1456, 1.6413], [0.5808, 1.7915, -0.9585], [0.0531, 1.2985, 0.6565], [-0.9008, 3.9593, 0.3314], [-1.1407, 3.2707, -1.2479], [-3.1828, 3.0525, 0.0311], [-2.3430, 2.2943, 1.4197], [-1.5602, 0.6770, -2.8111], [-2.8884, 2.4116, -2.6187], [-2.7786, -2.4086, 0.6727], [-3.5833, -1.7593, -0.7310], [-1.7059, -2.4442, -1.8324], [-0.9517, -0.9791, -1.2897], [0.3324, -5.3045, 0.3130], [-0.5473, -5.1690, -1.2107], [-1.3847, -5.0028, 0.3608], [-0.6381, -2.7079, 2.2363], [1.0699, -3.1166, 2.0993], [0.5057, -1.4699, 1.8224], [1.3732, -4.4027, -2.3124], [3.4240, -3.9239, -3.5822], [4.7268, -1.8990, -3.0790], [3.9644, -0.3485, -1.3053], [1.9195, -0.8180, -0.0863], [1.9524, -4.0599, 4.2345], [0.9653, -4.2118, 4.8903], [0.3989, -3.2639, 5.9309], [-0.5926, -4.1481, 6.6871], [-0.9997, -5.1465, 5.6091], [0.1590, -5.2921, 4.7698], [-0.0958, -2.4433, 5.4087], [1.1938, -2.8704, 6.5572], [-1.4390, -3.6126, 7.1119], [-0.0801, -4.6681, 7.4975], [-1.8236, -4.7783, 4.9938], [-1.2641, -6.1243, 6.0034], [0.6113, 2.8457, -3.0526], [1.2142, 2.3569, -3.9678], [2.6428, 1.8589, -3.9620], [2.9653, 1.7526, -5.4519], [1.5898, 1.4734, -6.0457], [0.6618, 2.1634, -5.1825], [2.6738, 0.8859, -3.4664], [3.2881, 2.5598, -3.4395], [3.7021, 0.9902, -5.6942], [3.3374, 2.7100, -5.8195], [1.3399, 0.4108, -6.0371], [1.4683, 1.8570, -7.0554], [-9.6480, 2.4922, 4.2352], [-8.8362, 2.0644, 3.4701], [-7.4354, 1.5659, 3.7780], [-6.7683, 1.5585, 2.4035], [-7.9590, 1.3270, 1.4819], [-9.0738, 1.9541, 2.1407], [-7.5169, 0.5641, 4.2021], [-6.9491, 2.2227, 4.4932], [-5.9864, 0.8119, 2.2874], [-6.3316, 2.5381, 2.2021], [-8.1860, 0.2663, 1.3566], [-7.8389, 1.7779, 0.5001], [6.2232, 0.8374, -2.0287], [6.3718, 2.0211, -1.9780], [6.5756, 2.8765, -0.7429], [6.2790, 4.2847, -1.2561], [6.6684, 4.1681, -2.7247], [6.3857, 2.8028, -3.0856], [7.6107, 2.7632, -0.4176], [5.9069, 2.5578, 0.0516], [6.8161, 5.0747, -0.7356], [5.2106, 4.4897, -1.1719], [7.7319, 4.3516, -2.8895], [6.0921, 4.8219, -3.3748]]
}